Version one
{
  "formula": "C5H6N2S",
  "method": "the ωB97M-V functional and the def2-TZVPD basis",
  "elements": ["C", "C", "C", "C", "C", "N", "N", "S", "H", "H", "H", "H", "H", "H"],
  "coordinates": [[0.840, 1.780, -2.515], [0.171, 0.664, -2.400], [0.983, 1.292, -0.445], [-0.355, -0.879, -0.730], [-1.068, -1.852, 3.048], [1.380, 2.136, -1.304], [0.256, 0.227, -1.040], [-0.360, -0.926, 1.291], [0.923, 2.318, -3.392], [-0.426, 0.133, -3.180], [1.071, 1.182, 0.614], [-0.222, -2.498, 3.477], [-1.886, -2.506, 2.893], [-1.309, -1.070, 3.682]],
  "nbo_charge": [-0.0869, -0.0367, 0.2239, 0.2272, -0.5097, -0.3965, -0.5406, -0.2072, 0.2162, 0.2447, 0.2308, 0.2215, 0.2066, 0.2066],
  "homo_lumo_gap_ev": 7.90,
  "e_homo_ev": -8.5,
  "lumo_energy_ha": -0.0223
}



Version two
{
  "formula": "C5H6N2S",
  "method": "the ωB97M-V functional and the def2-TZVPD basis",
  "elements": ["C", "C", "C", "C", "C", "N", "N", "S", "H", "H", "H", "H", "H", "H"],
  "coordinates": [[-1.807, -1.421, 0.011], [-2.282, 1.095, -0.101], [-0.526, -1.021, -0.111], [-0.954, 1.017, -0.173], [1.364, -2.381, 0.268], [0.706, -1.469, -0.292], [0.016, 1.904, -0.256], [-3.139, -0.343, 0.132], [-2.287, -2.415, -0.217], [-2.821, 1.988, 0.007], [2.416, -2.195, 0.319], [0.859, -2.969, 0.934], [-0.067, 2.869, 0.173], [0.865, 1.777, -0.866]],
  "nbo_charge": [-0.4742, -0.5758, 0.1402, 0.2365, -0.0554, -0.4322, -0.8396, 0.4115, 0.2346, 0.2314, 0.1787, 0.1464, 0.3910, 0.4071],
  "homo_lumo_gap_ev": 7.57,
  "e_homo_ev": -7.3,
  "lumo_energy_ha": 0.0093
}



Version three
{
  "formula": "C5H6N2S",
  "method": "the ωB97M-V functional and the def2-TZVPD basis",
  "elements": ["C", "C", "C", "C", "C", "H", "H", "H", "H", "H", "H", "N", "N", "S"],
  "coordinates": [[-0.229, 2.053, 0.967], [-0.098, 0.733, 0.261], [1.114, -0.052, 0.240], [1.109, -1.258, -0.323], [-1.229, -1.059, -0.996], [-0.939, 1.825, 1.772], [0.710, 2.450, 1.404], [-0.436, 2.792, 0.269], [1.978, 0.391, 0.750], [1.943, -1.926, -0.385], [-0.058, -2.750, -1.108], [0.002, -1.718, -0.975], [-1.214, 0.281, -0.381], [-2.654, -1.761, -1.495]],
  "nbo_charge": [-0.6591, 0.3099, -0.3570, 0.0840, 0.2114, 0.2507, 0.2147, 0.2443, 0.2318, 0.2180, 0.4296, -0.5586, -0.4678, -0.1519],
  "homo_lumo_gap_ev": 8.30,
  "e_homo_ev": -8.2,
  "lumo_energy_ha": 0.0019,
  "smiles": "Cc1cc[nH]c(=S)n1"
}



Relative energies with respect to the most stable structure, expressed in kJ/mol: version one 455.2; version two 366.7; version three 0.0.



Version one
{
  "formula": "C2H3NOS",
  "method": "the ωB97M-V functional and the def2-TZVPD basis",
  "elements": ["C", "C", "N", "O", "S", "H", "H", "H"],
  "coordinates": [[0.102, -0.136, -0.223], [-0.136, 0.186, 1.178], [-0.643, 0.944, 0.026], [1.115, -1.014, -2.838], [1.367, -1.334, -1.433], [-0.808, -0.446, 1.749], [0.610, 0.703, 1.771], [-1.608, 1.096, -0.228]],
  "nbo_charge": [0.1242, -0.3206, -0.5693, -0.9082, 0.8416, 0.2051, 0.2095, 0.4176],
  "homo_lumo_gap_ev": [7.19, 7.20],
  "e_homo_ev": [-7.6, -7.6],
  "lumo_energy_ha": [-0.0142, -0.0141]
}



Version two
{
  "formula": "C2H3NOS",
  "method": "the ωB97M-V functional and the def2-TZVPD basis",
  "elements": ["C", "C", "N", "O", "S", "H", "H", "H"],
  "coordinates": [[2.201, -1.147, 1.428], [-0.071, 0.436, -0.160], [0.677, -0.460, 0.399], [4.118, -2.634, 1.120], [3.091, -1.942, 0.310], [-1.113, 0.248, -0.399], [0.324, 1.419, -0.368], [0.205, -1.348, 0.551]],
  "nbo_charge": [-0.2657, 0.0246, -0.5216, -0.9136, 0.9136, 0.1867, 0.1919, 0.3842],
  "homo_lumo_gap_ev": 8.72,
  "e_homo_ev": -9.0,
  "lumo_energy_ha": -0.0104
}



Version three
{
  "formula": "C2H3NOS",
  "method": "the ωB97M-V functional and the def2-TZVPD basis",
  "elements": ["C", "C", "H", "H", "H", "N", "O", "S"],
  "coordinates": [[-0.259, -0.387, -0.164], [-1.517, 0.098, 0.082], [2.553, 0.906, 0.154], [0.027, -1.339, -0.120], [-1.357, 1.177, 0.599], [0.789, 0.439, -0.416], [-2.553, -0.487, -0.125], [2.318, -0.407, -0.011]],
  "nbo_charge": [-0.0490, 0.3645, 0.1610, 0.1795, 0.1125, -0.4356, -0.4685, 0.1356],
  "homo_lumo_gap_ev": 8.41,
  "e_homo_ev": -9.6,
  "lumo_energy_ha": -0.0428,
  "smiles": "O=C/C=N/S"
}



Relative energies with respect to the most stable structure, expressed in kJ/mol: version one 158.6; version two 236.6; version three 0.0.



Version one
{
  "formula": "C2H10NO",
  "method": "the ωB97M-V functional and the def2-TZVPD basis",
  "elements": ["C", "N", "H", "H", "H", "H", "H", "H", "C", "O", "H", "H", "H", "H"],
  "coordinates": [[0.468, -2.149, 1.087], [0.969, -0.940, 0.295], [0.411, -0.096, 0.579], [1.962, -0.758, 0.538], [0.766, -0.997, -0.715], [-0.389, -2.444, 0.459], [0.328, -1.845, 2.135], [1.212, -2.950, 1.033], [-1.367, 1.818, -1.037], [-0.190, 1.259, -0.406], [0.332, 1.772, 0.244], [-2.139, 1.930, -0.251], [-1.132, 2.770, -1.510], [-1.603, 1.114, -1.842]],
  "nbo_charge": [-0.5248, -1.0506, 0.3925, 0.2878, 0.3789, 0.2083, 0.2221, 0.2145, -0.2712, -0.8507, 0.4486, 0.1770, 0.1765, 0.1913],
  "homo_lumo_gap_ev": [4.47, 11.63],
  "e_homo_ev": [-3.3, -10.9],
  "lumo_energy_ha": [0.0423, 0.0258],
  "s_squared": 0.750,
  "spin_multiplicity": 2
}



Version two
{
  "formula": "C2H10NO",
  "method": "the ωB97M-V functional and the def2-TZVPD basis",
  "elements": ["N", "H", "H", "H", "H", "C", "O", "C", "H", "H", "H", "H", "H", "H"],
  "coordinates": [[-2.532, -0.296, -0.053], [-1.892, -1.046, -0.383], [-3.498, -0.300, -0.506], [-2.219, 0.696, -0.078], [-2.658, -0.524, 0.955], [0.733, 0.251, -0.262], [0.134, -0.418, 0.869], [2.262, 0.287, -0.158], [0.420, 1.287, -0.344], [0.400, -0.291, -1.147], [0.877, -0.575, 1.454], [2.616, 0.626, 0.822], [2.661, 1.004, -0.867], [2.695, -0.699, -0.302]],
  "nbo_charge": [-1.3546, 0.3818, 0.2899, 0.3417, 0.3765, -0.0927, -0.7473, -0.6464, 0.1660, 0.1709, 0.4737, 0.2055, 0.2246, 0.2104],
  "homo_lumo_gap_ev": [4.71, 11.60],
  "e_homo_ev": [-3.8, -10.9],
  "lumo_energy_ha": [0.0345, 0.0263],
  "s_squared": 0.750,
  "spin_multiplicity": 2
}



Relative energies with respect to the most stable structure, expressed in kJ/mol: version one 70.2; version two 0.0.



Version one
{
  "formula": "C3H3NO2",
  "method": "the ωB97M-V functional and the def2-TZVPD basis",
  "elements": ["O", "C", "N", "C", "C", "O", "H", "H", "H"],
  "coordinates": [[1.951, -1.337, -0.042], [1.027, -0.689, 0.312], [0.710, 0.884, -0.131], [-0.623, 0.691, -0.343], [-0.957, -0.558, 0.024], [-0.033, -1.075, 0.995], [0.993, 1.845, 0.115], [-1.300, 1.447, -0.726], [-1.769, -1.208, -0.205]],
  "nbo_charge": [-0.4999, 0.9408, -0.7104, -0.0273, -0.0841, -0.4686, 0.4118, 0.2196, 0.2181],
  "homo_lumo_gap_ev": 9.35,
  "e_homo_ev": -8.6,
  "lumo_energy_ha": 0.0281
}



Version two
{
  "formula": "C3H3NO2",
  "method": "the ωB97M-V functional and the def2-TZVPD basis",
  "elements": ["O", "C", "N", "O", "C", "C", "H", "H", "H"],
  "coordinates": [[2.146, 0.210, -0.072], [0.867, 0.179, -0.078], [0.519, -1.094, -0.085], [-0.847, -1.239, 0.056], [-1.307, 0.028, 0.068], [-0.329, 0.968, -0.017], [1.777, -1.201, -0.001], [-2.383, 0.109, 0.142], [-0.443, 2.040, -0.012]],
  "nbo_charge": [-0.6600, 0.5245, -0.3373, -0.2586, 0.1824, -0.4050, 0.4873, 0.2157, 0.2511],
  "homo_lumo_gap_ev": 10.41,
  "e_homo_ev": -9.5,
  "lumo_energy_ha": 0.0317,
  "smiles": "O=c1cco[nH]1"
}



Version three
{
  "formula": "C3H3NO2",
  "method": "the ωB97M-V functional and the def2-TZVPD basis",
  "elements": ["O", "C", "C", "O", "C", "N", "H", "H", "H"],
  "coordinates": [[-0.268, -1.790, -0.115], [-0.101, -0.652, -0.457], [1.211, 0.118, -0.202], [2.167, -0.449, 0.244], [-1.148, 0.133, -1.145], [-1.933, 0.783, -1.693], [-0.543, -0.026, 2.054], [-0.702, 0.674, 1.861], [1.195, 1.198, -0.452]],
  "nbo_charge": [-0.3894, 0.3872, 0.3417, -0.4157, 0.1478, -0.2145, 0.0163, -0.0105, 0.1371],
  "homo_lumo_gap_ev": 9.16,
  "e_homo_ev": -11.1,
  "lumo_energy_ha": -0.0721,
  "smiles": "N#CC(=O)C=O.[H][H]"
}



Version four
{
  "formula": "C3H3NO2",
  "method": "the ωB97M-V functional and the def2-TZVPD basis",
  "elements": ["C", "O", "C", "O", "C", "N", "H", "H", "H"],
  "coordinates": [[0.128, 1.033, -0.481], [1.065, -0.055, -0.301], [0.557, -1.108, 0.328], [1.122, -2.123, 0.606], [-0.872, -0.884, 0.674], [-1.980, -0.694, 0.942], [-0.890, 0.795, -0.062], [0.539, 1.887, 0.050], [0.045, 1.198, -1.552]],
  "nbo_charge": [-0.2917, -0.4560, 0.7181, -0.4867, 0.1329, -0.2497, 0.2245, 0.2041, 0.2046],
  "homo_lumo_gap_ev": 11.83,
  "e_homo_ev": -11.8,
  "lumo_energy_ha": 0.0016,
  "smiles": "COC(=O)C#N"
}



Relative energies with respect to the most stable structure, expressed in kJ/mol: version one 110.4; version two 242.0; version three 133.4; version four 0.0.